Record 1
Entry from the Open Molecules 2025 dataset: C6H15CsNO6P as an isolated structure at a distorted geometry (ωB97M-V/def2-TZVPD).

Last column: Löwdin charge in e.
Geometry (Å):
Cs -0.03326 -0.65893 1.06553  1.141
P 1.27025 -3.71837 1.36266  -0.242
O 1.17885 -5.22886 1.59681  -0.521
O 0.39529 -3.17193 0.22662  -0.668
O 2.75063 -3.38095 1.04959  -0.536
O 0.92450 -3.05003 2.72535  -0.550
C 0.76978 4.34287 -2.81728  -0.110
C 1.17133 3.71367 -1.51011  -0.258
C 0.13719 2.74721 -0.96339  -0.198
C -1.10253 3.47778 -0.67404  -0.246
N -1.99375 4.12714 -0.38828  0.139
H 1.60242 4.89764 -3.23267  0.067
H -0.14646 4.92099 -2.68426  0.070
H 0.50523 3.60801 -3.58051  0.079
H 1.38031 4.48087 -0.77548  0.113
H 2.01498 3.05049 -1.59636  0.109
H 0.47798 2.26577 -0.03304  0.083
H -0.17283 1.89433 -1.57049  0.123
C -1.94705 -2.03425 4.72248  -0.232
O -1.13275 -1.56429 3.69490  -0.300
H -1.43758 -2.52708 5.56289  0.071
H -2.47664 -1.22565 5.24301  0.055
H -2.70944 -2.75280 4.43785  0.060
H -0.37590 -2.24662 3.51848  0.021
C -0.35576 -1.98899 -2.88481  -0.206
O 0.35625 -1.45332 -1.81228  -0.294
H -0.74318 -1.11517 -3.43384  0.065
H 0.23727 -2.66533 -3.46162  0.064
H -1.24087 -2.52750 -2.54527  0.073
H 0.69574 -2.21670 -1.24242  0.028

The HOMO energy is 1.6 eV. Its charge is -2. For the HOMO-LUMO gap, the calculation gives 2.00 eV. The total energy is -30077.902 eV.

***

Record 2
Entry from the Open Molecules 2025 dataset: an isolated ion of composition C6H15F3N4O2 and charge +2 at a distorted geometry (ωB97M-V/def2-TZVPD).

Last column: Löwdin charge in e.
Geometry (Å):
C -2.17095 1.09346 0.76221  -0.367
C 2.18865 -2.13980 -0.37219  0.055
C 1.59228 -0.18448 -1.73534  0.019
C -3.21030 2.54246 2.37801  0.070
C -0.20456 -1.37313 -0.55168  -0.124
C -0.63614 -2.44329 -1.66516  -0.600
N -2.14842 -0.03959 0.10038  0.166
N -1.04565 -0.15132 -0.79120  0.040
N 1.30181 -0.02900 0.60209  0.118
N 1.23088 -0.96453 -0.55985  -0.322
O -1.12311 1.91214 0.94729  0.177
O -3.21504 1.42200 1.42252  0.070
F -1.96376 -2.49825 -1.63807  0.182
F -0.36286 -1.86771 -2.84203  0.161
F -0.16742 -3.64575 -1.54987  0.241
H 1.77860 -2.81456 0.32567  0.096
H 2.63529 -2.55479 -1.30398  0.138
H 3.11091 -1.81080 0.18013  0.135
H 0.72161 0.33993 -2.21719  0.128
H 2.43543 0.47731 -1.51350  0.128
H 1.96284 -0.95726 -2.43023  0.120
H -3.57387 3.38081 1.79739  0.111
H -2.09059 2.64809 2.74052  0.147
H -3.83710 2.31659 3.26627  0.125
H -0.46800 -1.86676 0.40533  0.187
H -3.04566 -0.45195 -0.05584  0.189
H -1.18170 -0.03960 -1.82621  0.170
H 1.26406 -0.57134 1.54818  0.174
H 2.27491 0.38867 0.47038  0.143
H -0.32912 1.88229 0.41674  0.124

The relative energy (zero: lowest compared OMol25 entry of this formula, charge and spin) comes out at 0.0 kJ/mol. The HOMO energy is -18.9 eV. Its charge is +2. Its SMILES is CO/C(O)=[NH+]/N[C@@H](C(F)(F)F)[N+](C)(C)N. For the HOMO-LUMO gap, the calculation gives 12.54 eV. The total energy is -24653.669 eV.